i:
C2H7N3P | ωB97M-V/def2-TZVPD

XYZ file:
```
13
Properties=species:S:1:pos:R:3
N -0.5751 -0.8992 1.5677
P 0.6809 -0.1042 1.7587
C 1.2300 0.7622 0.2243
C 0.2727 0.2050 -0.8280
N -1.0287 0.0711 -0.2363
N -1.8731 -0.6630 -0.8353
H 1.5341 0.1144 2.8440
H 2.2754 0.5584 -0.0130
H 1.1147 1.8415 0.3542
H 0.1577 0.9327 -1.6411
H 0.6424 -0.7337 -1.2670
H -1.6094 -1.4377 -1.4502
H -2.8215 -0.6475 -0.4779
```

For the highest occupied orbital energy (alpha / beta), the calculation gives -13.975 / -13.975 eV. As for the lowest unoccupied orbital energy (alpha / beta): -5.043 / -5.043 eV. The total charge is +1. Its frontier orbital gap (alpha / beta) is 8.9 / 8.9 eV.

ii:
C2H7N3P | ωB97M-V/def2-TZVPD

XYZ file:
```
13
Properties=species:S:1:pos:R:3
C 1.3454 0.0380 0.1784
C 0.5906 -1.3344 0.0215
N 0.2809 2.1293 0.1391
N -2.2759 0.0071 0.5756
N 0.1718 0.9149 0.1168
P -1.0214 -0.2334 -0.2765
H 1.8713 0.2828 1.1943
H 2.1146 0.1932 -0.6029
H 0.9426 -1.7929 -0.8757
H 0.6643 -2.1946 0.7675
H -0.6618 2.5598 -0.0129
H -3.0132 -0.6059 0.4103
H -1.0092 0.0363 -1.6357
```

For the highest occupied orbital energy, the calculation gives -14.405 eV. As for the lowest unoccupied orbital energy: -6.694 eV. The total charge is +1. Its frontier orbital gap is 7.7 eV.

Relative energies in kcal/mol: i 12.8; ii 0.0

i:
CH2N2P2 | ωB97M-V/def2-TZVPD

XYZ file:
```
7
Properties=species:S:1:pos:R:3
C -0.1398 -1.0055 0.5399
N -0.9296 -0.0088 0.5786
N 1.1834 0.9201 -0.4189
P 1.5714 -0.6295 -0.1556
P -0.2878 1.4990 0.0871
H -0.3155 -1.9475 0.7610
H -1.0822 1.1722 -1.3922
```

For the highest occupied orbital energy, the calculation gives -9.559 eV. As for the lowest unoccupied orbital energy: -1.346 eV. The total charge is 0. Its frontier orbital gap is 8.2 eV.

ii:
CH2N2P2 | ωB97M-V/def2-TZVPD

XYZ file:
```
7
Properties=species:S:1:pos:R:3
C 0.1142 -0.4835 -0.6480
N 0.0199 -1.1605 -1.5644
N 1.2628 1.7323 -0.1824
P 1.5017 2.9865 -0.9770
P 0.6189 0.5592 0.7001
H -1.5660 -1.6888 1.6225
H -1.9515 -1.9451 1.0492
```

For the highest occupied orbital energy (alpha / beta), the calculation gives -7.954 / -7.955 eV. As for the lowest unoccupied orbital energy (alpha / beta): -1.541 / -1.547 eV. The total charge is 0. Its frontier orbital gap (alpha / beta) is 6.4 / 6.4 eV.

Relative energies in kcal/mol: i 0.0; ii 24.7

i:
C2H5N2O2 | ωB97M-V/def2-TZVPD

XYZ file:
```
11
Properties=species:S:1:pos:R:3
N -0.8593 -0.7722 0.2511
C -1.3916 -0.8889 -1.0172
N -2.2636 -1.7612 -1.4574
H -1.2889 -1.4831 0.8189
H -0.3636 -0.0021 0.7378
H -1.1337 0.1125 -1.6415
H -2.3625 -1.6024 -2.4067
O 0.6692 1.3131 1.5517
C 1.5474 1.3790 0.5635
O 2.4311 0.6225 0.1723
H 1.2720 2.2835 -0.1344
```

For the highest occupied orbital energy, the calculation gives -4.460 eV. As for the lowest unoccupied orbital energy: 4.178 eV. The total charge is -1. Its frontier orbital gap is 8.6 eV.

ii:
C2H5N2O2 | ωB97M-V/def2-TZVPD

XYZ file:
```
11
Properties=species:S:1:pos:R:3
N -0.3409 0.7797 0.9211
C 0.5576 1.1354 -0.1211
N 0.7174 2.4272 -0.3776
H -0.8025 1.6201 1.2343
H -0.9382 -0.1645 0.7341
H 1.1349 0.3305 -0.4567
H 1.4671 2.3348 -1.0931
O -0.8297 -2.0540 -1.4382
C -0.4882 -2.0975 -0.1939
O -0.9246 -1.6480 0.9122
H 0.4472 -2.6637 -0.1211
```

For the highest occupied orbital energy, the calculation gives -4.564 eV. As for the lowest unoccupied orbital energy: 4.387 eV. The total charge is -1. Its frontier orbital gap is 9.0 eV.

Relative energies in kcal/mol: i 0.0; ii 5.6